# 1
The following is a DFT calculation (wB97M-V/def2-TZVPD) of a cluster of 2 separate species, C4H8O2 in total.

The strongest force on any atom is 0.6 eV Å⁻¹. Its total charge is 0. As for the HOMO-LUMO gap: 10.3 eV.

Positions of all 14 atoms, in Å:
1 C -0.581 0.106 1.482
2 C 0.104 1.200 1.154
3 O 1.157 1.308 0.298
4 C 1.423 0.178 -0.500
5 C 0.319 -0.028 -1.525
6 O 0.178 -1.054 -2.144
7 H -0.364 -0.887 1.106
8 H -1.409 0.199 2.176
9 H -0.136 2.177 1.562
10 H 1.571 -0.738 0.087
11 H 2.355 0.392 -1.034
12 H -0.328 0.861 -1.688
13 H -2.343 -1.867 -0.172
14 H -1.947 -1.845 -0.801

Löwdin population analysis, charges in e, atoms 1 to 5: C 0.01; C -0.23; O -0.10; C -0.17; C -0.25


# 2
The following is a DFT calculation (wB97M-V/def2-TZVPD) of an isolated molecule of C4H8O2 at a distorted geometry.

The strongest force on any atom is 2.5 eV Å⁻¹. Its total charge is 0. As for the HOMO-LUMO gap: 10.4 eV.

Positions of all 14 atoms, in Å:
1 C 1.603 -0.485 -0.954
2 O 0.359 0.155 -1.177
3 C -0.582 -0.403 -0.350
4 C -0.306 -0.139 1.253
5 C -1.384 0.530 0.454
6 O -1.267 1.885 0.174
7 H 1.550 -1.552 -1.239
8 H 1.654 -0.430 0.192
9 H 2.329 0.022 -1.621
10 H -0.883 -1.429 -0.581
11 H 0.428 0.555 1.692
12 H -0.589 -0.932 1.945
13 H -2.404 0.252 0.665
14 H -0.514 1.980 -0.429

Löwdin population analysis, charges in e, atoms 1 to 5: C -0.08; O -0.16; C -0.25; C -0.03; C -0.36


# 3
The following is a DFT calculation (wB97M-V/def2-TZVPD) of a structure of composition C4H8O2.

The strongest force on any atom is 0.3 eV Å⁻¹. Its total charge is 0. As for the HOMO-LUMO gap: 9.0 eV.

Positions of all 14 atoms, in Å:
1 C -0.573 -0.591 -1.333
2 C -0.861 -0.294 0.121
3 C 0.205 -0.309 1.179
4 O 1.561 -0.450 0.836
5 C -0.465 0.996 0.790
6 O 0.732 1.771 -0.239
7 H -1.325 -0.112 -1.968
8 H 0.403 -0.204 -1.635
9 H -0.604 -1.670 -1.528
10 H -1.835 -0.651 0.460
11 H -0.034 -0.698 2.169
12 H 1.670 -1.264 0.328
13 H 0.135 2.219 0.552
14 H 1.544 1.382 0.148

Löwdin population analysis, charges in e, atoms 1 to 5: C -0.06; C -0.29; C -0.33; O -0.04; C -0.02


What is the strongest force on any atom in the first record?
0.6 eV Å⁻¹


HOMO-LUMO gap of number 3 (C4H8O2)?
9.0 eV